The following is a DFT calculation (ωB97M-V with the def2-TZVPD basis set) of a 4-piece molecular cluster, C30H54BrN4 overall at a distorted geometry.

Geometry as XYZ:
```
89
Properties=species:S:1:pos:R:3:forces:R:3:lowdin_charge:R:1
C 0.80508 0.44886 -4.52485 -1.764 0.131 0.712 0.02
N 2.18290 0.60752 -4.04066 -1.222 0.762 -0.937 -0.07
C 2.61304 0.03357 -2.92865 1.391 -0.042 -0.834 -0.06
C 3.94440 0.18734 -2.60086 0.278 -0.109 2.110 0.03
C 4.75993 1.06725 -3.25009 0.345 -0.531 -0.994 -0.13
C 4.18618 1.76916 -4.31756 0.809 0.827 0.943 0.05
C 2.90650 1.52405 -4.68044 0.152 0.715 -0.870 0.00
C 6.21030 1.13725 -2.87352 -0.690 1.284 -0.997 -0.12
C 6.99081 -0.00548 -2.75537 0.501 1.152 1.006 0.06
C 8.29314 0.14113 -2.27461 -0.762 -0.992 0.315 0.03
N 8.78949 1.37394 -2.01129 0.919 -1.597 -0.608 -0.08
C 8.08080 2.47936 -2.24094 -0.599 -0.076 -0.226 0.02
C 6.78365 2.39665 -2.72213 0.561 0.381 0.917 0.06
C 10.21420 1.37171 -1.54461 0.386 0.612 0.142 0.05
H 0.39761 1.33650 -5.08948 1.000 -0.873 0.588 0.13
H 0.20935 0.38206 -3.59600 -0.042 -0.170 -0.468 0.05
H 0.68080 -0.45579 -5.12937 0.261 0.192 0.175 0.12
H 1.97747 -0.58465 -2.38365 -1.180 -0.798 0.750 0.04
H 4.32686 -0.19366 -1.64432 -0.458 -0.414 -0.549 0.15
H 4.65333 2.65430 -4.68595 0.537 0.129 -0.767 0.13
H 2.42289 2.09181 -5.48699 0.225 -0.474 0.446 0.16
H 6.49513 -0.92957 -2.91134 0.197 -0.979 -0.098 0.13
H 8.89399 -0.75477 -1.95330 -0.499 1.242 -0.709 0.17
H 8.51804 3.42196 -1.98149 0.391 0.267 -0.048 0.15
H 6.25241 3.35067 -2.80434 -0.033 -0.590 -0.156 0.15
H 10.70258 0.40165 -1.84214 -0.490 1.328 0.273 0.13
H 10.16147 1.48567 -0.46611 0.217 -0.312 0.193 0.11
H 10.75469 2.28150 -1.90356 -0.484 -0.972 -0.128 0.13
C -2.71211 4.24910 -0.75472 -1.848 -0.693 -0.423 -0.12
C -1.54123 4.25633 0.16056 1.626 -1.207 -0.997 -0.29
C -1.78931 3.35566 1.37090 -0.337 0.789 0.159 -0.21
C -0.69415 3.56489 2.41543 1.203 -1.021 0.499 -0.09
N -0.80304 2.56274 3.56598 0.610 -1.262 0.480 -0.28
C -2.14306 2.54134 4.23355 -0.146 0.885 0.721 -0.09
C -1.91745 1.78278 5.57872 0.512 0.065 -0.323 -0.11
C -0.36920 1.97166 5.89267 -1.462 -0.964 -0.265 -0.13
C 0.12953 2.81495 4.71868 -1.104 0.551 1.196 -0.12
C -0.40816 1.16192 3.11074 0.141 0.498 0.225 0.01
H -3.60057 4.61398 -0.24096 -0.227 0.046 0.052 0.08
H -2.96025 3.20727 -1.08798 0.320 0.727 0.335 0.09
H -2.65220 4.83680 -1.66253 0.484 0.225 -0.058 0.08
H -1.20536 5.24181 0.46606 -0.241 0.285 0.119 0.12
H -0.72994 3.83323 -0.46444 0.133 0.145 0.654 0.09
H -1.88270 2.29429 1.11407 0.176 0.286 -0.324 0.08
H -2.79429 3.69560 1.70623 0.633 -0.332 0.497 0.13
H -0.72597 4.54378 2.90053 -0.049 -0.007 -0.230 0.14
H 0.37391 3.36359 2.04711 -1.637 0.527 0.021 0.16
H -2.86435 2.19010 3.48857 -0.008 -0.204 0.592 0.13
H -2.37227 3.60909 4.47763 0.066 -0.777 -0.384 0.16
H -2.19229 0.72920 5.51877 0.080 0.065 -0.118 0.11
H -2.48512 2.19501 6.41235 -0.227 0.148 -0.384 0.12
H 0.09836 0.97660 5.96170 0.040 0.536 0.009 0.11
H -0.29638 2.45931 6.86832 0.418 0.062 -0.384 0.12
H 1.12393 2.59186 4.45947 1.217 0.012 -0.558 0.12
H -0.00229 3.83641 5.04534 0.250 0.525 -0.421 0.14
H -1.03403 0.85306 2.30058 -0.518 -0.279 -0.285 0.06
H -0.43064 0.46918 3.97091 -0.103 0.447 -0.612 0.11
H 0.59529 1.23606 2.69615 0.038 -0.060 0.116 0.09
C -7.34152 -4.23602 -1.29292 -1.448 -0.150 0.544 -0.11
C -6.18174 -3.56397 -1.99298 -0.710 0.814 1.413 -0.27
C -4.82686 -4.04314 -1.57008 0.879 0.964 0.516 -0.18
C -4.62784 -3.81495 -0.05442 1.108 1.394 -1.677 -0.12
N -3.20947 -4.00322 0.38214 1.175 -0.169 1.637 -0.25
C -3.07348 -3.69267 1.89515 -0.404 -1.368 0.172 -0.09
C -1.65182 -3.27211 2.18675 0.847 -0.419 -1.350 -0.11
C -1.08125 -2.85088 0.76663 0.089 -0.761 1.188 -0.14
C -2.23668 -2.97043 -0.17977 -1.171 0.504 -0.225 -0.11
C -2.77876 -5.40477 0.09185 -0.899 -1.193 0.833 0.02
H -7.50187 -3.93373 -0.24104 0.328 -0.090 -0.362 0.08
H -7.35140 -5.34359 -1.31070 0.372 0.504 -0.148 0.09
H -8.27419 -3.93549 -1.79939 0.293 -0.138 0.198 0.09
H -6.18890 -2.47341 -1.79798 -0.281 -0.354 0.059 0.13
H -6.39334 -3.62796 -3.02303 0.436 -0.364 -1.444 0.10
H -4.11552 -3.36236 -2.08782 -0.003 -0.828 0.159 0.13
H -4.65448 -5.07841 -1.80343 0.083 -0.414 -0.373 0.11
H -5.24496 -4.38349 0.56996 -0.882 -1.082 0.828 0.12
H -4.78762 -2.76622 0.15603 -0.465 0.313 0.059 0.13
H -3.44401 -4.52925 2.50349 0.281 -0.129 -0.490 0.15
H -3.76798 -2.92077 2.11355 -0.570 1.001 -0.157 0.12
H -1.02479 -4.03208 2.66296 -0.293 -0.231 -0.397 0.12
H -1.62083 -2.47593 2.89122 -0.228 0.898 0.392 0.09
H -0.24967 -3.50212 0.49259 -0.070 0.090 -0.007 0.12
H -0.74559 -1.82840 0.74487 0.369 0.342 0.010 0.04
H -1.97902 -3.26899 -1.17949 0.124 0.013 -0.409 0.13
H -2.77915 -1.99437 -0.20397 0.184 -0.841 -0.134 0.16
H -2.73998 -5.55201 -0.96342 0.308 0.070 -0.706 0.09
H -3.54596 -6.12660 0.46307 0.259 0.832 -0.165 0.14
H -1.86854 -5.75731 0.57355 0.268 0.781 -0.012 0.12
Br 0.36553 0.68707 -0.62012 0.037 -0.096 -0.042 -0.32
```
Forces are in eV/Å.

Frontier orbital gap, eV: 5.9780
E, Eh: -3967.6531
Total charge: +3
HOMO, eV: -14.23